Record 1
Computed, not measured: a structure of composition C42H35ClN2PS2SbSc, with wB97M-V/def2-TZVPD.

Summary:
strongest force on any atom = 0.013 Eh/bohr
energy relative to the best compared isomer or geometry (same formula, charge and spin) = 48.6 kJ/mol
net charge = +3
frontier orbital gap = 5.689 eV

Geometry as XYZ:
```
85
Properties=species:S:1:pos:R:3:forces:R:3
Sc 1.43908 0.05867 -1.01134 -0.24 0.47 -0.42
Cl 3.70906 -1.03059 -1.19531 0.02 -0.07 0.03
C 4.47161 -1.03122 0.44401 -0.01 0.01 -0.11
C 5.80582 -1.36779 0.44624 0.00 0.02 0.09
C 6.44262 -1.43410 1.68098 0.00 -0.01 -0.04
C 5.74001 -1.17684 2.84895 -0.02 0.01 0.00
C 4.39444 -0.84570 2.79936 0.01 0.02 -0.01
C 3.72090 -0.75444 1.57826 0.03 -0.09 0.05
P 1.93928 -0.44683 1.49533 -0.03 -0.18 0.06
C 1.09154 -1.94156 2.01196 -0.01 -0.01 0.18
C 0.63913 -2.82916 1.03637 0.04 -0.07 -0.20
C 0.08197 -4.04579 1.40304 0.02 0.04 0.05
C -0.04090 -4.36487 2.74787 0.01 0.00 -0.01
C 0.39013 -3.47471 3.72647 -0.02 -0.03 -0.01
C 0.96021 -2.26700 3.36390 -0.02 0.02 0.00
C 1.52726 0.90049 2.61122 -0.05 0.01 0.02
C 0.19418 1.01300 3.01735 -0.01 -0.02 0.05
C -0.18656 2.06817 3.82986 -0.03 0.03 0.02
C 0.74776 3.01692 4.22762 -0.02 0.00 0.01
C 2.06638 2.91798 3.80636 0.02 -0.03 -0.04
C 2.46018 1.86445 2.99331 0.00 0.04 -0.03
H 6.33806 -1.57894 -0.47043 0.00 0.00 -0.01
H 7.49095 -1.69636 1.71946 0.01 0.00 0.00
H 6.24069 -1.24008 3.80507 0.00 0.00 0.01
H 3.85820 -0.65811 3.72108 -0.03 0.02 0.00
H 0.73806 -2.61319 -0.03023 0.02 0.04 0.12
H -0.24693 -4.74088 0.64312 0.00 0.00 -0.01
H -0.46881 -5.31483 3.03906 0.00 -0.01 0.01
H 0.28993 -3.73060 4.77241 0.00 0.00 0.01
H 1.29355 -1.57867 4.13105 0.02 0.01 0.00
H -0.53841 0.26320 2.73430 0.03 0.02 -0.02
H -1.21002 2.14050 4.17309 0.00 0.00 -0.01
H 0.45058 3.82814 4.87840 -0.01 0.01 0.00
H 2.79488 3.65146 4.12357 0.01 0.01 0.01
H 3.49135 1.79712 2.67306 0.04 -0.04 0.00
S -0.12085 -0.81795 -2.59263 0.31 0.10 0.08
Sb -2.34779 -1.19540 -1.86214 0.15 0.05 0.05
C -3.51529 -0.70731 -3.49406 -0.07 0.02 -0.11
C -3.31015 0.49793 -4.16310 -0.03 -0.03 -0.04
C -4.13234 0.81361 -5.23138 0.01 0.01 0.00
C -5.13878 -0.06429 -5.61821 -0.02 0.01 -0.02
C -5.33440 -1.26108 -4.94557 0.01 -0.02 0.03
C -4.51912 -1.59502 -3.87287 -0.03 0.04 -0.01
C -2.53525 -3.21218 -1.43908 -0.04 -0.18 0.04
C -2.27823 -4.07121 -2.50982 0.00 -0.05 0.05
C -2.44177 -5.43683 -2.33471 0.01 0.04 -0.02
C -2.87097 -5.93226 -1.11017 -0.01 -0.03 0.02
C -3.12717 -5.07267 -0.05069 0.00 0.02 0.00
C -2.95514 -3.70440 -0.20545 0.00 -0.03 -0.03
C -2.57186 0.17458 -0.29810 0.03 0.10 0.12
C -2.06540 1.45876 -0.52190 0.03 -0.02 0.08
C -2.31783 2.46624 0.39909 0.02 0.00 -0.02
C -3.06778 2.19658 1.53617 0.00 0.04 0.02
C -3.56342 0.92131 1.76092 0.00 -0.05 -0.02
C -3.32410 -0.09422 0.84232 -0.05 0.03 -0.03
H -2.51786 1.17919 -3.87646 0.01 -0.01 0.02
H -3.98919 1.74186 -5.76703 0.01 0.01 0.00
H -5.77620 0.18897 -6.45445 0.00 0.00 0.00
H -6.11994 -1.93706 -5.25385 0.00 0.00 0.00
H -4.67579 -2.52924 -3.34769 0.01 -0.01 0.00
H -1.95660 -3.69235 -3.47377 -0.01 0.01 0.00
H -2.24677 -6.11148 -3.15687 0.00 0.00 -0.01
H -3.01378 -6.99708 -0.98387 0.00 -0.01 0.00
H -3.46825 -5.46694 0.89727 -0.01 0.01 0.00
H -3.14777 -3.05169 0.63436 0.01 0.02 0.00
H -1.52529 1.69315 -1.43451 0.00 0.00 -0.01
H -1.96808 3.47278 0.20791 0.01 0.00 0.00
H -3.29132 2.99217 2.23455 0.01 0.00 0.01
H -4.16572 0.71842 2.63649 0.00 -0.01 0.00
H -3.76623 -1.06566 1.01347 0.01 -0.02 0.00
N 2.86489 7.13975 -1.01763 -0.07 0.02 -0.07
C 2.43966 6.32950 -1.99425 0.10 -0.14 0.19
S 1.92151 6.75341 -3.47672 -0.04 0.02 -0.07
C 2.34967 4.87668 -1.64849 0.01 0.08 -0.04
C 1.57471 4.43801 -0.57344 -0.03 -0.08 0.00
C 1.38201 3.08552 -0.39396 0.06 0.12 0.02
N 1.95072 2.16602 -1.19793 -0.08 -0.37 0.02
C 2.75633 2.59090 -2.19978 -0.07 0.08 -0.07
C 2.96723 3.92146 -2.45901 -0.01 -0.05 0.01
H 2.91588 8.13112 -1.19952 0.02 0.02 0.00
H 3.27721 6.79277 -0.16799 0.02 0.00 0.00
H 1.09168 5.14361 0.08877 -0.01 0.00 0.00
H 0.76226 2.71579 0.41756 -0.02 0.00 0.01
H 3.21852 1.83029 -2.82015 0.00 0.00 0.01
H 3.57795 4.22814 -3.29643 0.00 0.00 0.00
```
Forces are in eV/Å.

Record 2
Computed, not measured: a cluster of 6 separate species, C24H62N2O12S4 in total at a distorted geometry, with wB97M-V/def2-TZVPD.

Summary:
spin multiplicity = 2
strongest force on any atom = 0.101 Eh/bohr
net charge = +1
frontier orbital gap (spin up / spin down) = 7.562 / 2.645 eV

Geometry as XYZ:
```
104
Properties=species:S:1:pos:R:3:forces:R:3
C -3.49605 4.30629 -2.31866 0.45 -1.37 -1.94
C -2.63556 4.50787 -1.13708 -0.72 1.96 3.61
N -1.51175 5.46793 -1.11319 0.78 -0.54 -2.18
C -0.38940 4.96243 -1.93761 -0.09 -0.45 0.13
C 0.14819 3.61655 -1.45684 0.52 -0.30 0.95
C -1.87689 6.79862 -1.61193 0.32 0.56 -0.57
C -2.61661 7.59103 -0.60015 -0.70 1.09 1.27
H -2.88464 4.56976 -3.18172 -0.27 -0.14 -0.49
H -4.48350 4.74679 -2.45649 0.27 0.64 0.66
H -3.67927 3.23282 -2.36549 -0.04 -0.13 -0.38
H -3.25605 4.95495 -0.36042 -0.48 0.05 0.24
H -2.35711 3.61269 -0.58100 0.44 -0.30 -0.72
H -0.60200 4.90153 -3.00494 -0.55 -0.16 -0.36
H 0.41497 5.69802 -1.93676 0.11 0.01 0.53
H 0.23982 3.60747 -0.37074 0.35 0.56 0.28
H -0.39972 2.67893 -1.55047 -0.67 0.36 -0.98
H 1.14404 3.42452 -1.85623 0.04 0.09 -0.10
H -2.42641 6.89427 -2.54840 -0.62 -1.02 -0.37
H -0.99897 7.34052 -1.96366 0.63 -0.15 0.73
H -2.67795 8.66760 -0.75931 0.37 0.09 -0.66
H -2.13885 7.53286 0.37784 -0.16 -0.39 0.13
H -3.67433 7.33604 -0.53452 0.03 -0.50 0.25
C 1.09122 -5.23881 3.24495 0.29 1.36 -0.09
C 2.07782 -5.60452 2.11486 -0.75 -1.05 -1.34
N 2.03812 -4.69136 0.91405 -1.01 3.57 3.67
C 2.83495 -3.42326 1.19361 1.92 -1.52 -1.68
C 4.32667 -3.79178 1.25760 -0.48 -0.22 1.13
C 0.70659 -4.22840 0.53267 -0.74 -2.37 -0.77
C -0.19122 -5.40617 0.03822 -0.18 1.16 0.13
H 0.02836 -5.29227 3.00922 0.19 -0.60 -0.25
H 1.23114 -4.18501 3.48583 0.21 0.04 0.49
H 1.34229 -5.86139 4.10370 -0.10 0.07 -0.09
H 3.10469 -5.69546 2.46893 -0.29 0.07 -0.17
H 1.68071 -6.56542 1.78763 0.57 -0.27 -0.32
H 2.74041 -2.71981 0.36637 -0.38 -0.26 -0.29
H 2.44510 -2.88224 2.05583 -0.14 -0.55 0.42
H 4.59196 -4.42077 2.10735 -0.16 0.60 0.67
H 4.63339 -4.50421 0.49179 0.00 0.94 -0.89
H 4.83042 -2.82861 1.33909 0.62 -0.46 -0.42
H 0.71701 -3.39028 -0.16413 0.45 -0.35 -0.40
H 0.32967 -3.75981 1.44176 -0.25 -0.12 0.35
H 0.23808 -5.85916 -0.85542 -0.20 0.25 -0.15
H -1.14577 -4.91512 -0.15101 -0.08 -0.28 -0.56
H -0.44519 -6.22504 0.71131 0.49 0.27 0.48
O 1.62700 -2.23007 -3.11752 0.13 -0.87 0.79
S 3.04718 -2.24404 -2.91170 3.12 2.05 -2.28
O 3.65936 -1.41667 -1.87969 -1.04 -1.70 -0.15
O 3.72463 -3.74804 -2.96772 -1.73 -0.54 1.02
C 2.89707 -4.94413 -2.59899 -0.51 0.28 -0.53
C 3.11812 -6.18211 -3.51583 0.80 1.72 1.49
C 3.83423 -1.69953 -4.52852 -0.73 -1.30 1.34
H 1.84093 -4.67570 -2.62368 -0.06 0.39 -0.49
H 3.00658 -5.21590 -1.54911 0.94 0.16 0.15
H 2.68513 -6.98358 -2.91728 -0.50 -0.26 -0.70
H 4.18526 -6.40413 -3.52099 0.02 0.04 -0.42
H 2.72172 -5.96579 -4.50789 -0.03 -0.58 0.16
H 3.29100 -2.38456 -5.17946 -0.05 0.68 -0.58
H 4.88711 -1.97543 -4.58697 -0.08 0.08 0.48
H 3.69955 -0.62471 -4.64988 -0.33 -0.29 -0.10
O -0.93298 -1.12580 3.51952 -0.36 0.79 -0.11
S -1.61518 -0.04137 2.84671 -1.01 2.15 -0.98
O -1.47215 1.37739 3.26537 -0.42 -3.42 -0.25
O -1.18127 -0.04995 1.27609 -0.33 -1.30 0.84
C 0.19236 0.12558 1.12597 2.26 2.39 -0.26
C 0.71714 -0.05599 -0.26475 -0.36 -0.68 -0.29
C -3.32587 -0.53445 2.37423 0.85 0.00 0.28
H 0.90174 -0.36146 1.79505 -0.86 -0.95 0.56
H 0.39287 1.17121 1.35954 0.02 0.32 0.17
H 0.42630 0.76165 -0.92428 0.08 -0.24 -0.07
H 0.37691 -1.00854 -0.67094 -0.11 -0.03 -0.33
H 1.80122 -0.13581 -0.18407 0.06 0.29 -0.24
H -3.20800 -1.44931 1.79351 0.18 0.04 0.15
H -3.69259 0.21787 1.67592 -0.05 0.12 0.40
H -3.96884 -0.74677 3.22840 0.19 0.42 0.03
O 4.82735 3.66049 4.44707 -0.06 1.59 0.06
S 4.43797 5.05379 4.52762 -2.94 2.11 0.61
O 5.26239 6.21967 4.27277 -0.36 -2.06 -0.05
O 3.09219 5.32118 3.56578 1.48 0.95 0.26
C 2.14860 4.31148 3.38875 -0.27 -3.02 -0.96
C 0.82220 4.72064 2.76984 0.61 1.30 -0.15
C 3.42973 5.48006 6.07601 1.72 -0.89 -0.73
H 1.86636 3.77256 4.29318 0.28 0.33 0.64
H 2.64074 3.53140 2.80792 -0.06 -0.15 -0.36
H 0.42910 5.37860 3.54486 -0.91 0.03 -0.42
H 0.15785 3.91181 2.46564 0.13 -0.39 0.92
H 0.88593 5.26092 1.82531 0.51 0.44 0.14
H 2.80741 6.34803 5.85817 0.09 -0.36 -0.28
H 4.15072 5.74706 6.84866 -0.08 -0.25 0.07
H 2.90252 4.55249 6.29907 -0.18 0.34 0.22
O -4.81359 -1.25224 -0.30594 -0.05 0.62 -1.98
S -4.67613 -0.58570 -1.60833 1.10 2.29 1.34
O -3.83619 0.67093 -1.62779 -2.42 -4.04 -0.61
O -4.08329 -1.67771 -2.68345 0.63 3.06 1.03
C -4.60182 -2.96992 -2.66863 -1.21 -1.16 -0.03
C -3.62451 -4.00754 -2.16964 0.96 -0.11 0.28
C -6.35633 -0.24644 -2.35055 0.85 -0.69 1.01
H -5.01640 -3.07887 -3.67081 0.34 -0.69 -0.13
H -5.46636 -3.03801 -2.00830 -0.08 0.15 0.19
H -3.11781 -3.64263 -1.27623 -0.59 0.20 0.49
H -2.73430 -4.23537 -2.75591 -0.43 0.04 -0.88
H -4.14074 -4.93566 -1.92431 0.02 0.03 -0.07
H -7.07149 0.16295 -1.63707 0.75 0.83 0.28
H -6.84108 -1.21617 -2.46341 0.49 -0.20 -0.92
H -6.16617 0.37207 -3.22769 -0.32 -0.32 0.03
```
Forces are in eV/Å.

Record 3
Computed, not measured: a cluster of 2 separate species, C3H11NO2 in total at a distorted geometry, with wB97M-V/def2-TZVPD.

Summary:
strongest force on any atom = 0.078 Eh/bohr
energy relative to the best compared isomer or geometry (same formula, charge and spin) = 111.0 kJ/mol
net charge = 0
frontier orbital gap = 9.937 eV
SMILES string = CCNCO.O

Geometry as XYZ:
```
17
Properties=species:S:1:pos:R:3:forces:R:3
C -1.66785 0.05339 -0.88562 -0.26 1.62 -1.22
C -0.41552 0.73003 -0.32252 -2.79 2.18 0.07
N 0.41370 -0.11710 0.39442 1.49 -2.85 2.44
C 1.16401 0.56678 1.39736 1.72 -0.62 0.58
O 0.43040 0.89157 2.58242 -0.10 0.28 0.51
H -2.39227 0.77491 -1.44399 1.34 -1.05 1.25
H -1.34334 -0.66073 -1.63453 -0.28 -0.29 0.10
H -2.16215 -0.41429 -0.06252 -0.72 -0.47 0.37
H -0.68511 1.61645 0.33943 -0.04 -0.80 -0.97
H 0.19145 1.04769 -1.11214 0.56 1.24 -1.58
H 0.01155 -1.01175 0.72622 0.09 1.06 -0.02
H 1.97042 -0.11502 1.86554 -0.53 1.03 -1.70
H 1.53247 1.53558 0.91042 -0.03 -1.40 0.73
H 1.09800 0.87352 3.29599 -0.81 0.15 -0.44
O 0.43950 -1.69228 -2.25041 -0.74 0.09 -2.64
H 0.80587 -2.54100 -2.43742 0.39 -0.88 -0.30
H 0.60889 -1.53775 -1.36266 0.70 0.71 2.82
```
Forces are in eV/Å.

no.,energy (eV)
1,-117799.7831
2,-96770.1902
3,-8873.3391